Here is a molecular structure, C19H57N13O9 at a distorted geometry from OMol25. Energies are from ωB97M-V/def2-TZVPD.

Kohn-Sham gap = 7.120 eV
E_LUMO = 0.12 eV
electronic energy = -2146.14948 Ha
2S+1 = 1

Last column: Mulliken charge in e.
Cartesian coordinates (Å):
1 C 12.9607 -4.7507 -11.2343  -0.067
2 O 12.8112 -4.5126 -12.3973  -0.775
3 N 12.6163 -3.9250 -10.2742  -0.355
4 N 13.4578 -5.8295 -10.6631  -0.256
5 H 12.3875 -2.9810 -10.5510  0.229
6 H 12.7769 -4.2095 -9.3185  0.191
7 H 13.8287 -6.6035 -11.1954  -0.997
8 H 13.4947 -5.9082 -9.6568  0.378
9 C 17.0964 -8.6786 -14.0670  0.167
10 O 18.2261 -8.4468 -14.2846  -0.791
11 N 16.1483 -7.8966 -14.4169  0.392
12 N 16.6244 -9.6799 -13.4380  0.754
13 H 15.1858 -8.1664 -14.2729  -1.939
14 H 16.2792 -6.9067 -14.5686  0.249
15 H 15.6148 -9.6506 -13.4409  -1.001
16 H 17.2879 -10.3743 -13.1254  0.184
17 C 11.3521 -5.8715 -15.6717  -0.040
18 O 11.3092 -6.8029 -14.8338  -0.716
19 N 11.7493 -6.0738 -16.9116  -0.180
20 N 10.9543 -4.6227 -15.4297  -0.384
21 H 11.6663 -5.2371 -17.4713  0.264
22 H 12.0637 -6.9632 -17.2724  0.146
23 H 11.0769 -3.8431 -16.0600  0.335
24 H 10.8029 -4.3266 -14.4760  0.215
25 C 12.9885 -2.9889 -14.2043  0.206
26 O 13.1141 -2.2053 -15.1318  -0.831
27 N 13.0087 -2.5337 -13.0547  -0.238
28 N 12.9783 -4.2610 -14.3181  -0.335
29 H 12.5549 -3.1719 -12.4169  0.192
30 H 13.0133 -1.5323 -12.9236  0.211
31 H 12.7223 -4.6289 -15.2231  0.301
32 H 12.7401 -4.8208 -13.5118  0.741
33 C 13.6091 -7.5356 -13.5777  0.460
34 O 14.5034 -7.9047 -12.8779  0.174
35 N 13.2541 -8.2754 -14.5875  0.843
36 N 12.9092 -6.4434 -13.3538  -0.075
37 H 12.4832 -7.9464 -15.1511  -1.140
38 H 13.7836 -9.1014 -14.8272  1.132
39 H 12.0601 -6.4108 -13.8999  0.610
40 H 13.2050 -5.8823 -12.5679  0.098
41 C 15.4464 -6.6729 -20.2866  -0.784
42 O 15.2828 -7.2011 -19.0084  -0.348
43 C 14.1815 -8.1257 -18.8126  0.547
44 C 14.7087 -9.5912 -18.6577  -0.869
45 N 15.7963 -9.6884 -17.7209  -0.468
46 C 15.4013 -9.3522 -16.3242  -0.645
47 C 14.3663 -10.3161 -15.6862  -0.422
48 O 14.2812 -10.1084 -14.2808  -0.680
49 C 13.3462 -11.0660 -13.7554  -0.518
50 H 16.0659 -5.7801 -20.2014  0.246
51 H 14.4966 -6.3901 -20.7406  0.311
52 H 15.9437 -7.4750 -20.8318  0.290
53 H 13.3955 -8.0260 -19.5612  0.716
54 H 13.6454 -7.9024 -17.8901  -0.971
55 H 15.1131 -10.0253 -19.5722  0.453
56 H 13.9362 -10.2117 -18.2036  0.383
57 H 16.3990 -8.9700 -18.0961  0.437
58 H 15.1602 -8.2893 -16.3107  0.874
59 H 16.2917 -9.5933 -15.7434  -0.088
60 H 14.7124 -11.3414 -15.8166  0.587
61 H 13.4332 -10.2228 -16.2419  -0.116
62 H 13.5264 -11.1143 -12.6815  0.336
63 H 13.4427 -12.1065 -14.0655  0.463
64 H 12.3251 -10.7345 -13.9443  0.081
65 C 9.6939 -10.7625 -18.4060  -0.938
66 C 8.8555 -10.7960 -17.1472  0.471
67 C 9.2714 -9.7581 -16.0554  -0.752
68 O 10.7297 -9.8227 -15.9290  -0.128
69 C 11.2335 -9.0684 -14.7979  -0.188
70 N 7.4935 -10.4332 -17.5841  -0.626
71 H 10.7136 -10.7651 -18.0208  0.043
72 H 9.6049 -9.9772 -19.1566  0.274
73 H 9.6351 -11.7329 -18.8989  0.335
74 H 8.8504 -11.7433 -16.6080  0.329
75 H 8.7243 -9.9840 -15.1401  0.280
76 H 9.0058 -8.7411 -16.3439  0.189
77 H 12.2527 -9.2063 -14.4369  -1.497
78 H 10.7408 -9.2090 -13.8358  0.582
79 H 11.2320 -7.9951 -14.9883  1.398
80 H 6.6645 -10.7824 -17.1248  0.243
81 H 7.3751 -9.4316 -17.6395  0.237
82 C 12.9686 -9.1429 -10.9396  -1.713
83 C 14.3928 -8.7003 -10.5086  0.311
84 C 15.4001 -9.7751 -10.9316  -0.501
85 O 16.7084 -9.5233 -10.5124  -0.368
86 C 17.5513 -10.6372 -10.5673  -0.776
87 N 14.8199 -7.3421 -11.0381  -0.854
88 H 12.9181 -10.0555 -10.3457  0.571
89 H 12.8458 -9.4275 -11.9847  0.574
90 H 12.2128 -8.4528 -10.5646  0.297
91 H 14.5385 -8.6916 -9.4284  0.454
92 H 15.3702 -10.0289 -11.9912  0.667
93 H 14.9950 -10.6864 -10.4918  0.568
94 H 17.5989 -11.0426 -11.5780  0.204
95 H 17.1956 -11.4701 -9.9608  0.323
96 H 18.5570 -10.2601 -10.3816  0.312
97 H 15.8222 -7.3053 -11.1571  0.604
98 H 14.5823 -7.4130 -12.0172  0.905

Here is 10 unconnected molecules or ions with the total composition C19H58O16 at a distorted geometry from OMol25. Energies are from ωB97M-V/def2-TZVPD.

Kohn-Sham gap = 9.951 eV
E_LUMO = 0.18 eV
structure (SMILES) = OCCO.OCCO.OCCO.OCCO.OCCO.OCCO.CCO.CCO.CCO.CO
energy relative to the best compared isomer or geometry (same formula, charge and spin) = 253.2 kJ/mol
electronic energy = -1962.31349 Ha
2S+1 = 1

Last column: Mulliken charge in e.
Cartesian coordinates (Å):
1 C -10.7473 -6.5904 18.4585  -0.189
2 O -11.3794 -7.7660 18.8566  -0.506
3 H -11.5012 -5.8034 18.4295  0.267
4 H -9.8396 -6.3577 19.0179  0.267
5 H -10.3692 -6.7904 17.4540  -0.117
6 H -12.1211 -7.5293 19.4173  0.297
7 C -13.4395 -11.0695 16.2575  -0.351
8 C -11.9038 -11.3042 16.0888  -0.329
9 O -11.2803 -10.1344 15.5872  -0.392
10 O -14.0947 -12.0290 17.0151  -0.539
11 H -13.8789 -10.9370 15.2665  0.271
12 H -13.4365 -10.0754 16.7116  0.216
13 H -11.7465 -12.2334 15.5394  0.282
14 H -11.4525 -11.3269 17.0826  0.307
15 H -10.3244 -10.0984 15.6499  0.229
16 H -15.0366 -11.8477 16.9775  0.326
17 C -12.7265 -7.4529 10.1487  0.158
18 C -13.4709 -6.9244 8.9041  -0.632
19 O -13.5424 -7.9681 7.9169  -0.566
20 O -11.3232 -7.4348 9.9363  -0.509
21 H -13.1036 -8.4709 10.2544  0.219
22 H -12.9734 -6.8387 11.0160  0.149
23 H -13.1025 -6.0769 8.3257  0.292
24 H -14.4775 -6.7106 9.2661  0.304
25 H -12.6600 -8.1701 7.5945  0.332
26 H -10.8488 -6.8557 10.5407  0.458
27 C -8.1465 -5.8061 11.6715  0.576
28 C -7.4852 -4.4371 11.4790  -0.515
29 O -7.4276 -4.1578 10.1224  -0.562
30 O -9.5263 -5.8036 11.4428  -0.784
31 H -7.9568 -6.0994 12.7066  -0.492
32 H -7.8378 -6.6617 11.0662  0.354
33 H -6.4837 -4.3470 11.9065  0.345
34 H -8.0584 -3.6030 11.8861  0.102
35 H -7.0219 -4.8976 9.6634  0.336
36 H -9.9658 -6.3146 12.1341  0.243
37 C -8.7018 -1.2106 15.0196  -0.546
38 C -10.1104 -1.8437 15.4389  0.028
39 O -10.9251 -2.0906 14.2843  -0.551
40 O -7.7199 -1.2012 16.0937  -0.589
41 H -8.7813 -0.1815 14.6693  0.442
42 H -8.2908 -1.7712 14.1798  0.105
43 H -10.7170 -1.1474 16.0235  0.190
44 H -9.9786 -2.7085 16.0917  0.235
45 H -11.6645 -2.5341 14.7287  0.428
46 H -7.6696 -0.3195 16.4686  0.318
47 C -13.9037 -1.4768 15.8280  -0.521
48 C -14.2044 -0.3950 14.7712  -0.449
49 O -14.9415 -0.8126 13.6206  -0.553
50 O -13.2403 -2.5929 15.2485  -0.542
51 H -14.8326 -1.9545 16.1437  0.431
52 H -13.3077 -1.1050 16.6612  0.296
53 H -13.2439 0.0076 14.4465  0.238
54 H -14.8127 0.3664 15.2600  0.377
55 H -14.3233 -1.0731 12.9333  0.320
56 H -13.9684 -3.2153 15.1990  0.316
57 C -9.9481 -10.9940 11.6236  -0.437
58 C -9.6220 -10.4798 10.1863  -0.330
59 O -10.7596 -10.1869 9.3805  -0.560
60 O -10.8911 -10.1434 12.2799  -0.262
61 H -9.0413 -11.1424 12.2126  0.331
62 H -10.3464 -12.0104 11.6523  0.380
63 H -8.9319 -11.0957 9.6099  0.371
64 H -9.1358 -9.5095 10.3129  0.000
65 H -10.9973 -9.2874 9.6294  0.388
66 H -11.7348 -10.5992 12.2469  0.184
67 C -6.8525 -6.3598 15.3211  -1.132
68 C -7.2914 -4.8627 15.1174  0.650
69 O -6.9402 -4.1147 16.2689  -0.577
70 H -6.9621 -6.9300 14.3991  0.297
71 H -7.4936 -6.7467 16.1128  0.193
72 H -5.8135 -6.4673 15.6318  0.361
73 H -8.3706 -4.8464 14.9414  -0.279
74 H -6.9465 -4.3785 14.2016  0.151
75 H -7.0548 -3.1804 16.0724  0.340
76 C -16.2846 -6.8399 13.2742  -0.584
77 C -16.8979 -8.0742 12.6492  -0.341
78 O -16.9956 -9.1527 13.5838  -0.493
79 H -16.7237 -6.7251 14.2667  0.353
80 H -16.4720 -5.9162 12.7279  0.371
81 H -15.2296 -6.9877 13.5118  -0.137
82 H -16.5027 -8.2719 11.6528  0.227
83 H -17.9136 -7.7042 12.4899  0.315
84 H -17.9354 -9.2248 13.7626  0.310
85 C -11.9599 -5.4906 14.0552  -0.759
86 C -11.6893 -6.9858 14.2220  0.056
87 O -10.5453 -7.3687 13.4401  -0.045
88 H -12.5116 -5.2582 14.9659  0.370
89 H -12.3621 -5.1644 13.0967  0.338
90 H -10.9922 -4.9858 14.0718  -0.121
91 H -12.5663 -7.5588 13.9159  0.132
92 H -11.4490 -7.2674 15.2476  0.213
93 H -10.4272 -8.3235 13.4751  -0.094

Here is 11 unconnected molecules or ions with the total composition C19H60N14O11 at a distorted geometry from OMol25. Energies are from ωB97M-V/def2-TZVPD.

Kohn-Sham gap = 8.846 eV
E_LUMO = -0.11 eV
structure (SMILES) = NC(N)=O.NC(N)=O.NC(N)=O.NC(N)=O.NC(N)=O.NC(N)=O.NC(N)=O.CC(C)O.CC(C)O.CC(C)O.CC(C)O
energy relative to the best compared isomer or geometry (same formula, charge and spin) = 136.9 kJ/mol
electronic energy = -2354.39027 Ha
2S+1 = 1

Last column: Mulliken charge in e.
Cartesian coordinates (Å):
1 C 4.2593 1.6544 2.3747  0.452
2 O 4.6418 1.1560 3.4291  -0.719
3 N 4.9650 2.6525 1.7390  -0.273
4 N 3.0192 1.4799 1.9132  0.135
5 H 5.8881 2.8570 2.0736  0.202
6 H 4.5847 3.1001 0.9178  0.300
7 H 2.6485 1.9177 1.0864  -0.248
8 H 2.3658 1.1209 2.5876  0.254
9 C 3.1114 -2.8278 2.3421  0.577
10 O 2.8929 -3.2392 3.4679  -0.651
11 N 3.3406 -3.6042 1.2321  -0.390
12 N 3.0297 -1.5228 1.9386  -0.235
13 H 3.3314 -4.5988 1.3822  0.223
14 H 3.7234 -3.1403 0.4354  0.165
15 H 3.0741 -0.8440 2.6835  0.068
16 H 3.4263 -1.2918 1.0499  0.130
17 C -2.6003 3.0908 1.4385  0.650
18 O -1.4694 3.1346 1.9471  -0.856
19 N -3.1463 1.8813 1.2140  -0.054
20 N -3.3613 4.0811 0.9177  -0.429
21 H -4.0496 1.7512 0.7932  0.180
22 H -2.7397 1.0868 1.6902  -0.068
23 H -2.9528 4.9891 0.7716  0.261
24 H -4.2431 3.7715 0.5604  0.159
25 C 1.2724 4.9295 1.1150  0.588
26 O 2.3973 5.3918 0.9146  -0.727
27 N 0.7921 4.6915 2.3522  -0.276
28 N 0.3839 4.6341 0.1320  -0.366
29 H 1.3528 5.1155 3.0703  0.178
30 H -0.1134 4.2311 2.4319  0.354
31 H 0.6856 4.5722 -0.8239  0.199
32 H -0.3615 4.0480 0.4706  0.226
33 C -1.3489 -4.1634 -2.2296  0.580
34 O -1.0011 -3.2117 -2.9271  -0.584
35 N -1.3187 -5.4109 -2.8064  -0.449
36 N -2.0199 -4.0791 -1.0580  -0.169
37 H -1.5798 -6.2389 -2.3001  0.131
38 H -1.0055 -5.5041 -3.7539  0.228
39 H -2.1658 -4.9835 -0.6436  0.202
40 H -2.0380 -3.2143 -0.5416  0.032
41 C -4.0603 -1.3031 2.0882  0.895
42 O -3.7237 -2.1128 1.2172  -0.601
43 N -5.2852 -1.1608 2.6555  -0.457
44 N -3.1052 -0.6446 2.8054  -0.268
45 H -5.3406 -0.7045 3.5444  0.131
46 H -6.0577 -1.4601 2.0838  0.274
47 H -3.3656 -0.1936 3.6638  0.159
48 H -2.1456 -0.8881 2.6196  -0.179
49 C -5.0305 -0.2248 -2.3725  0.672
50 O -5.9618 0.4541 -1.9248  -0.725
51 N -4.2447 -1.0623 -1.6477  -0.147
52 N -4.8085 -0.2484 -3.6994  -0.378
53 H -4.4729 -1.1114 -0.6691  0.046
54 H -3.7432 -1.7371 -2.1960  0.090
55 H -5.3738 0.3580 -4.2648  0.222
56 H -4.1195 -0.8685 -4.0855  0.164
57 C -1.1163 -0.4961 -0.1833  -0.848
58 C 0.0930 0.4284 -0.0418  1.231
59 C 0.0540 1.4198 -1.1783  -0.593
60 O 0.2049 1.0980 1.1855  -0.264
61 H -2.1107 -0.0797 -0.0465  0.037
62 H -0.9059 -1.4130 0.3778  0.140
63 H -1.0603 -0.9091 -1.1960  0.240
64 H 0.9606 -0.2333 -0.0167  -0.098
65 H 0.0874 0.9970 -2.1819  0.270
66 H 1.0103 1.9527 -1.1185  -0.333
67 H -0.7246 2.1848 -1.1988  0.424
68 H -0.5145 1.7048 1.4075  0.188
69 C -1.1798 -3.4794 3.0322  -0.444
70 C -2.2310 -3.9523 4.0208  0.762
71 C -2.3102 -5.4901 3.9914  -1.527
72 O -2.0037 -3.6002 5.3880  -0.547
73 H -1.3526 -3.9637 2.0711  0.004
74 H -0.1482 -3.7232 3.2965  0.501
75 H -1.1464 -2.3996 2.8979  -0.205
76 H -3.2417 -3.7031 3.6809  0.044
77 H -2.2397 -5.9346 3.0030  0.346
78 H -3.1362 -5.7893 4.6352  0.372
79 H -1.4259 -5.7925 4.5618  0.372
80 H -2.1825 -2.6570 5.4521  0.320
81 C 2.5289 0.1006 -4.6529  -1.381
82 C 1.7525 -1.0572 -4.0190  0.422
83 C 2.2887 -1.1978 -2.5879  -0.850
84 O 0.4152 -0.6215 -3.8515  -0.532
85 H 2.3797 0.0776 -5.7360  0.388
86 H 3.6065 0.0857 -4.4786  0.401
87 H 2.2050 1.0860 -4.3152  0.113
88 H 1.8139 -1.9124 -4.6910  0.539
89 H 3.3232 -1.5475 -2.5955  0.593
90 H 1.6184 -1.9780 -2.2124  0.147
91 H 2.2105 -0.3698 -1.8864  -0.123
92 H -0.0879 -1.3059 -4.3054  0.261
93 C 2.6596 3.8744 -2.9753  -1.519
94 C 3.8560 3.3075 -2.2196  0.711
95 C 5.1607 3.9502 -2.6757  -1.509
96 O 3.6339 3.6380 -0.8522  -0.452
97 H 1.7147 3.3348 -2.9259  0.158
98 H 2.9476 3.8771 -4.0318  0.431
99 H 2.4981 4.9257 -2.7230  0.580
100 H 3.8426 2.2165 -2.2897  0.255
101 H 5.0518 5.0287 -2.5414  0.294
102 H 5.3700 3.6226 -3.6927  0.407
103 H 5.9456 3.7327 -1.9504  0.361
104 H 3.0522 4.4070 -0.8363  0.032